1.
This record from the OMol25 dataset describes C19H19ClMnO7S6 as an isolated structure. The level of theory is wB97M-V/def2-TZVPD.

Atoms and positions in Å:
Mn -0.87 -1.36 -0.87
Cl 3.72 -4.69 -1.27
C 2.71 -3.30 -1.76
C 1.40 -3.18 -0.98
O 1.02 -3.98 -0.15
O 0.80 -2.09 -1.37
H 2.48 -3.40 -2.81
H 3.29 -2.39 -1.61
O -1.93 -2.82 -1.56
S -3.25 -2.02 -1.67
O -2.70 -0.72 -1.03
O -4.28 -2.60 -0.84
S -3.75 -1.73 -3.51
O -0.94 -1.75 1.22
S -1.25 -0.96 2.47
C -2.77 -1.70 3.09
C -3.88 -1.20 2.17
C -3.64 0.31 2.04
C -2.13 0.54 1.93
H -2.89 -1.34 4.12
H -2.62 -2.77 3.09
H -4.86 -1.42 2.57
H -3.80 -1.68 1.20
H -4.03 0.82 2.93
H -4.15 0.72 1.17
H -1.76 1.38 2.52
H -1.80 0.68 0.90
O -0.28 0.40 -0.74
C 0.94 1.04 -0.55
C 0.65 2.54 -0.58
C 1.49 3.60 -0.55
C 0.81 4.85 -0.57
C -0.54 4.69 -0.61
S -0.99 3.04 -0.66
C 1.54 0.69 0.81
C 1.47 1.42 1.96
C 2.03 0.76 3.08
C 2.51 -0.48 2.76
S 2.29 -0.83 1.11
C 1.89 0.74 -1.71
C 1.52 0.51 -3.00
C 2.63 0.35 -3.87
C 3.82 0.47 -3.23
S 3.61 0.80 -1.56
H 2.57 3.50 -0.52
H 1.30 5.81 -0.56
H -1.30 5.46 -0.65
H 1.04 2.41 1.99
H 2.07 1.18 4.08
H 2.98 -1.20 3.41
H 0.49 0.44 -3.29
H 2.54 0.13 -4.92
H 4.82 0.37 -3.64

Orbital gap (alpha / beta): 0.2777 / 0.2783 Ha
Spin multiplicity: 5
ΔE to the lowest compared entry with this formula, charge and spin: 8.3 kJ/mol
Net charge: -1
HOMO energy (alpha / beta): -5.3828 / -5.4002 eV

Here are the natural (NBO) charges for atoms 1 to 6, given in e: Mn 1.695; Cl -0.073; C -0.476; C 0.777; O -0.603; O -0.805


2.
This record from the OMol25 dataset describes the molecule C19H19ClN2O2S at a distorted geometry. The level of theory is wB97M-V/def2-TZVPD.

Atoms and positions in Å:
C -5.67 -1.22 1.47
C -5.22 -0.57 0.41
C -4.27 -1.16 -0.58
O -3.12 -0.33 -0.75
C -2.15 -0.47 0.19
O -2.23 -1.27 1.09
C -1.00 0.41 0.00
C -0.87 1.36 -0.95
C -1.86 1.67 -2.02
N 0.26 2.15 -0.96
C 1.13 2.20 0.10
S 2.32 3.52 0.05
C 3.67 2.65 -0.84
C 4.28 1.52 -0.03
C 1.04 1.32 1.11
C 1.86 1.40 2.25
N 2.51 1.43 3.19
C 0.11 0.13 1.01
C 0.92 -1.08 0.61
C 1.18 -2.09 1.52
C 1.96 -3.18 1.17
C 2.48 -3.26 -0.11
Cl 3.46 -4.61 -0.56
C 2.23 -2.26 -1.04
C 1.45 -1.18 -0.67
H -6.35 -0.76 2.17
H -5.37 -2.23 1.68
H -5.51 0.46 0.22
H -3.96 -2.16 -0.27
H -4.73 -1.19 -1.58
H -2.81 1.96 -1.58
H -2.04 0.79 -2.64
H -1.50 2.48 -2.65
H 0.32 2.91 -1.63
H 4.40 3.44 -1.03
H 3.27 2.29 -1.79
H 3.58 0.71 0.11
H 4.60 1.88 0.94
H 5.15 1.13 -0.56
H -0.35 -0.07 1.98
H 0.76 -2.03 2.52
H 2.15 -3.97 1.88
H 2.65 -2.33 -2.03
H 1.26 -0.40 -1.40

Orbital gap: 0.3131 Ha
ΔE to the lowest compared entry with this formula, charge and spin: 192.8 kJ/mol
HOMO energy: -8.5259 eV

Here are the natural (NBO) charges for atoms 1 to 6, given in e: C -0.351; C -0.216; C -0.114; O -0.520; C 0.780; O -0.605


3.
This record from the OMol25 dataset describes C19H19ClO2PV as an isolated structure at a distorted geometry. The level of theory is wB97M-V/def2-TZVPD.

Atoms and positions in Å:
V 1.95 1.41 -0.76
Cl 1.87 3.60 -0.59
C 2.80 1.20 0.88
O 3.37 1.15 1.91
P 0.28 0.25 0.27
C -0.01 -0.78 -1.22
C 0.22 -0.94 1.63
C -1.15 1.36 0.45
C -0.74 -0.83 2.66
C -0.74 -1.78 3.69
C 0.19 -2.82 3.71
C 1.14 -2.92 2.68
C 1.16 -1.99 1.65
H -1.46 -0.02 2.64
H -1.48 -1.69 4.48
H 0.17 -3.55 4.52
H 1.86 -3.73 2.69
H 1.91 -2.08 0.86
C 0.57 -0.34 -2.43
C 0.36 -1.09 -3.59
C -0.37 -2.28 -3.55
C -0.93 -2.72 -2.34
C -0.75 -1.97 -1.17
H 1.12 0.63 -2.47
H 0.76 -0.75 -4.55
H -0.52 -2.86 -4.46
H -1.50 -3.65 -2.30
H -1.16 -2.33 -0.22
C -2.36 1.08 -0.20
C -3.45 1.93 0.00
C -3.33 3.05 0.83
C -2.10 3.34 1.44
C -1.00 2.52 1.23
H -2.44 0.21 -0.85
H -4.39 1.72 -0.49
H -4.19 3.70 1.01
H -2.00 4.22 2.08
H -0.02 2.79 1.64
H 1.73 2.49 -3.91
H 1.46 2.78 -3.27
O 4.11 0.72 -1.74
H 4.85 1.18 -1.31
H 4.27 -0.22 -1.55

Orbital gap (alpha / beta): 0.2379 / 0.2350 Ha
Spin multiplicity: 3
ΔE to the lowest compared entry with this formula, charge and spin: 0.0 kJ/mol
Net charge: +2
HOMO energy (alpha / beta): -15.4627 / -15.4557 eV

Here are the natural (NBO) charges for atoms 1 to 6, given in e: V 0.936; Cl -0.199; C 0.540; O -0.294; P 1.011; C -0.276


4.
This record from the OMol25 dataset describes the molecule C19H19F6N5O at a distorted geometry. The level of theory is wB97M-V/def2-TZVPD.

Atoms and positions in Å:
N 4.40 0.04 -6.41
C 3.49 0.21 -5.45
N 2.90 -0.90 -5.10
C 2.03 -0.98 -4.10
C 1.76 0.09 -3.33
C 0.88 -0.09 -2.24
C 0.60 0.62 -0.94
C -0.48 0.05 -0.39
C -1.15 0.26 0.93
C -0.44 -0.47 2.03
C -1.28 -1.11 3.19
N -2.04 0.12 3.60
C -2.77 -0.04 4.87
C -3.34 1.17 5.71
O -2.46 0.95 6.82
C -1.89 -0.23 6.19
C -1.35 1.40 3.35
C -0.53 1.06 2.06
N -0.87 -0.94 -1.32
C -2.13 -1.73 -1.23
C -1.93 -3.12 -0.58
F -1.27 -3.96 -1.37
F -3.22 -3.47 -0.26
F -1.14 -3.07 0.50
N 0.00 -1.01 -2.39
C 2.47 1.30 -3.54
C 3.33 1.34 -4.64
C 4.37 2.51 -4.81
F 5.64 2.09 -4.44
F 4.09 3.64 -4.15
F 4.40 2.77 -6.17
H 4.35 -0.93 -6.81
H 4.67 0.83 -7.03
H 1.47 -1.95 -3.86
H 1.31 1.39 -0.57
H -2.28 0.44 1.05
H 0.57 -0.89 1.97
H -1.81 -1.91 2.79
H -0.61 -1.50 3.94
H -3.68 -0.66 4.92
H -3.14 2.14 5.24
H -4.43 1.17 5.99
H -2.14 -1.21 6.69
H -0.77 -0.15 6.06
H -0.78 1.72 4.25
H -2.03 2.22 3.16
H 0.36 1.51 1.73
H -2.97 -1.08 -0.76
H -2.53 -1.83 -2.26
H 2.37 2.16 -2.91

Orbital gap: 0.3232 Ha
HOMO energy: -8.1305 eV

Here are the natural (NBO) charges for atoms 1 to 6, given in e: N -0.798; C 0.397; N -0.481; C 0.104; C -0.177; C 0.159


5.
This record from the OMol25 dataset describes C19H19HgN3O7SeTe as an isolated structure. The level of theory is wB97M-V/def2-TZVPD.

Atoms and positions in Å:
Hg 1.82 -1.11 -1.55
O -1.94 1.53 -2.60
C -0.94 0.61 -2.33
O 0.23 0.93 -2.55
C -1.42 -0.64 -1.86
C -2.81 -0.91 -1.71
C -3.25 -2.11 -1.26
C -2.27 -3.11 -0.94
C -0.94 -2.78 -1.09
N -0.49 -1.60 -1.52
C 0.13 -3.81 -0.81
O -0.18 -4.74 0.12
O 1.19 -3.83 -1.36
H -1.45 2.32 -2.89
H -3.51 -0.12 -1.96
H -4.30 -2.33 -1.16
H -2.59 -4.10 -0.66
H -0.98 -4.46 0.58
N 4.38 2.62 -1.10
C 4.17 1.30 -1.35
O 4.47 0.45 -0.53
C 3.57 0.99 -2.71
C 3.30 -0.49 -2.94
H 4.57 2.86 -0.14
H 3.90 3.30 -1.66
H 4.26 1.42 -3.45
H 2.64 1.56 -2.79
H 4.21 -1.07 -2.79
H 2.94 -0.66 -3.95
O 1.48 -1.30 0.68
O 2.65 -1.44 1.52
C -0.20 3.05 2.05
Te 0.95 1.34 1.37
C -0.93 0.33 1.44
C -1.88 1.20 2.22
C -3.11 0.71 2.64
C -3.99 1.50 3.36
C -3.63 2.81 3.68
C -2.41 3.30 3.26
C -1.53 2.51 2.53
H -0.35 3.76 1.24
H 0.32 3.56 2.86
H -0.76 -0.63 1.90
H -1.30 0.17 0.43
H -3.38 -0.32 2.40
H -4.94 1.10 3.69
H -4.31 3.43 4.25
H -2.13 4.32 3.50
Se 3.97 -2.33 0.77
C 3.53 -4.04 1.41
N 3.26 -5.09 1.81

Orbital gap (alpha / beta): 0.1955 / 0.2571 Ha
Spin multiplicity: 2
ΔE to the lowest compared entry with this formula, charge and spin: 69.1 kJ/mol
Net charge: -1
HOMO energy (alpha / beta): -2.9983 / -4.6769 eV

Here are the natural (NBO) charges for atoms 1 to 6, given in e: Hg 1.339; O -0.718; C 0.695; O -0.711; C -0.073; C -0.181